Density functional theory data (the ωB97M-V functional and the def2-TZVPD basis) for a single C6H8NO5PS molecule in a non-equilibrium geometry.

Properties
Charge: 0
Total energy: -1403.56094 Ha
SMILES: C#CCO[P@@](=O)(OCCO)ON=C=S

Atoms and positions in Å:
C1 -3.401 -3.182 1.699
C2 -3.173 -1.880 1.160
C3 -2.921 -0.536 0.197
O1 -1.899 -0.911 -0.828
P1 -0.464 0.106 -0.615
O2 -0.881 1.532 -1.235
O3 0.079 0.201 1.040
C4 1.100 1.257 1.204
C5 2.623 0.630 0.992
O4 3.632 1.703 1.008
O5 0.746 -0.595 -1.703
N1 1.076 0.434 -2.524
C6 1.190 -0.182 -3.775
S1 1.528 -0.406 -5.453
H1 -3.711 -4.328 1.828
H2 -2.527 0.347 0.857
H3 -3.926 -0.258 -0.364
H4 0.967 2.176 0.492
H5 1.076 1.632 2.333
H6 2.678 -0.015 -0.002
H7 2.803 -0.078 1.935
H8 3.405 2.352 1.756


Density functional theory data (the ωB97M-V functional and the def2-TZVPD basis) for a gas-phase ion, C4H12N3 (charge +1) in a non-equilibrium geometry.

Properties
Charge: +1
Energy relative to the best compared isomer or geometry (same formula, charge and spin): 4.513 eV
Total energy: -323.51241 Ha
SMILES: NCCC(=[NH2+])CN

Atoms and positions in Å:
C1 -1.193 0.535 1.292
C2 0.039 -0.338 0.895
C3 0.329 -0.475 -0.537
C4 1.541 0.092 -1.114
N1 1.401 1.397 -1.866
N2 -0.368 -1.482 -1.276
N3 -1.656 0.145 2.580
H1 -1.957 0.438 0.516
H2 -0.685 1.501 1.237
H3 -0.227 -1.381 1.156
H4 0.955 -0.129 1.446
H5 2.314 0.118 -0.346
H6 1.879 -0.549 -1.934
H7 1.977 2.162 -1.536
H8 0.429 1.663 -1.798
H9 0.397 -1.907 -1.809
H10 -0.850 -0.937 -2.010
H11 -2.540 0.459 2.925
H12 -1.435 -0.796 2.858


Density functional theory data (the ωB97M-V functional and the def2-TZVPD basis) for 11 unconnected molecules or ions with the total composition C14H50O14 in a non-equilibrium geometry.

Properties
Charge: 0
Energy relative to the best compared isomer or geometry (same formula, charge and spin): 0.464 eV
Total energy: -1616.57452 Ha
SMILES: OCCO.OCCO.OCCO.CO.CO.CO.CO.CO.CO.CO.CO

Atoms and positions in Å:
C1 8.680 15.171 6.992
O1 8.806 14.102 6.066
H1 9.667 15.634 7.101
H2 8.012 15.953 6.604
H3 8.358 14.842 7.959
H4 9.190 14.534 5.306
C2 7.250 11.720 14.687
O2 7.316 11.995 13.251
H5 8.263 11.777 15.146
H6 6.601 12.530 15.103
H7 6.757 10.752 14.821
H8 6.500 12.297 12.840
C3 8.010 8.346 13.125
O3 6.727 8.570 13.521
H9 8.620 7.860 13.918
H10 8.056 7.630 12.283
H11 8.521 9.268 12.826
H12 6.274 9.055 12.831
C4 5.953 15.159 10.638
O4 6.123 13.822 11.045
H13 5.933 15.242 9.540
H14 4.999 15.497 11.037
H15 6.741 15.784 11.020
H16 6.998 13.507 10.728
C5 5.603 9.845 10.029
O5 6.004 10.724 8.984
H17 6.288 9.003 10.167
H18 5.473 10.388 10.977
H19 4.671 9.351 9.783
H20 6.818 10.316 8.600
C6 8.243 8.735 6.367
O6 8.271 9.343 7.676
H21 7.409 9.118 5.785
H22 9.244 8.881 5.910
H23 8.110 7.682 6.589
H24 8.782 10.161 7.548
C7 8.884 11.288 10.331
O7 8.712 12.491 11.003
H25 9.202 10.456 10.962
H26 7.948 10.971 9.873
H27 9.623 11.418 9.525
H28 8.532 12.349 11.930
C8 11.333 12.095 7.322
O8 9.953 11.756 7.199
H29 11.392 13.155 7.193
H30 11.671 11.904 8.353
H31 11.941 11.575 6.609
H32 9.505 12.438 6.684
C9 11.712 11.930 14.464
C10 11.712 11.009 13.246
O9 11.781 9.689 13.670
O10 10.647 11.693 15.360
H33 11.704 12.961 14.090
H34 12.634 11.903 15.043
H35 12.605 11.268 12.700
H36 10.837 11.136 12.625
H37 11.565 9.084 12.950
H38 10.767 10.843 15.799
C11 11.452 14.374 10.591
C12 12.382 15.400 10.061
O11 13.713 15.309 10.554
O12 10.085 14.666 10.208
H39 11.521 14.289 11.694
H40 11.668 13.379 10.199
H41 11.915 16.353 10.295
H42 12.385 15.296 8.957
H43 13.628 15.555 11.472
H44 9.599 13.838 10.392
C13 10.810 7.787 9.942
C14 9.538 7.073 9.548
O13 9.396 5.750 10.123
O14 10.802 8.078 11.365
H45 10.905 8.734 9.413
H46 11.752 7.292 9.722
H47 9.390 6.983 8.491
H48 8.727 7.654 9.934
H49 10.185 5.274 9.859
H50 10.235 7.397 11.746


| no. | lowest unoccupied orbital energy (eV) | HOMO level (eV) | frontier orbital gap (eV) |
| --- | --- | --- | --- |
| 1 | -1.6393 | -9.478 | 7.838 |
| 2 | -6.8368 | -13.058 | 6.221 |
| 3 | 0.4326 | -9.861 | 10.293 |